# 1
{
  "formula": "C3H5N3S",
  "method": "the ωB97M-V functional and the def2-TZVPD basis",
  "species": ["N", "N", "S", "C", "C", "C", "N", "H", "H", "H", "H", "H"],
  "coordinates": [[-2.105, -1.686, -0.379], [-2.498, -0.828, 0.234], [-3.006, 0.345, 1.000], [1.205, -0.330, 0.652], [0.950, 0.230, -0.755], [0.008, 1.365, -0.530], [-0.766, 2.191, -0.513], [1.666, 0.582, 1.186], [1.927, -1.102, 0.629], [0.365, -0.709, 1.163], [0.372, -0.582, -1.377], [1.880, 0.525, -1.311]],
  "forces_ev_per_angstrom": [[-0.113, 0.301, 0.336], [1.537, -3.460, -2.552], [-1.537, 3.115, 2.305], [2.140, 2.671, -0.138], [-1.710, -1.345, -0.499], [1.919, -1.923, -1.659], [-1.319, 1.635, 0.395], [-0.730, -1.702, -0.132], [0.907, -0.809, -0.046], [-1.224, -0.043, 0.425], [1.116, 1.685, 0.877], [-0.986, -0.127, 0.689]],
  "e_tot_ev": -18495.815,
  "charge": 0,
  "homo_lumo_gap_ha": 0.38387,
  "max_force_ev_per_a": 4.6,
  "e_homo_ev": -9.81,
  "smiles": "N#[N+][S-].CCC#N",
  "lumo_ev": 0.634,
  "relative_energy_kcal_mol": 48.0
}

***

# 2
{
  "formula": "C3H5N3S",
  "method": "the ωB97M-V functional and the def2-TZVPD basis",
  "species": ["N", "C", "C", "C", "N", "N", "S", "H", "H", "H", "H", "H"],
  "coordinates": [[0.059, -1.788, 0.688], [0.121, -0.521, 0.000], [0.619, -0.280, -1.182], [0.107, 0.929, -1.581], [-0.706, 1.502, -0.624], [-0.736, 0.543, 0.346], [-1.470, 0.973, 1.886], [1.137, -1.962, 0.752], [-0.349, -1.540, 1.627], [1.349, -0.955, -1.635], [0.236, 1.494, -2.432], [-0.367, 1.604, 2.157]],
  "forces_ev_per_angstrom": [[2.617, 1.928, 0.801], [-3.874, -0.967, 3.816], [2.404, -0.753, -2.509], [-2.130, 2.213, 2.750], [1.392, -1.798, -1.638], [0.283, -0.391, -0.113], [0.308, -1.196, -1.777], [-2.656, -0.373, 0.650], [0.951, -0.800, -0.874], [-0.527, 0.416, -0.286], [0.482, 0.891, -1.774], [0.750, 0.830, 0.952]],
  "e_tot_ev": -18495.592,
  "charge": 0,
  "homo_lumo_gap_ha": 0.33644,
  "max_force_ev_per_a": 5.5,
  "e_homo_ev": -8.60,
  "smiles": "Nc1ccnn1S",
  "lumo_ev": 0.554,
  "relative_energy_kcal_mol": 53.2
}

***

# 3
{
  "formula": "C3H5N3S",
  "method": "the ωB97M-V functional and the def2-TZVPD basis",
  "species": ["H", "N", "C", "N", "C", "C", "S", "N", "H", "H", "H", "H"],
  "coordinates": [[-1.315, 2.522, 0.333], [-1.078, 1.818, 1.041], [-0.607, 0.774, 0.536], [-0.245, -0.420, 1.151], [0.571, -1.250, 0.240], [0.426, -0.519, -1.160], [1.051, -0.879, -2.587], [-0.286, 0.578, -0.820], [0.049, -0.363, 2.091], [1.647, -1.314, 0.518], [0.204, -2.269, 0.115], [-0.417, 1.321, -1.458]],
  "forces_ev_per_angstrom": [[0.229, -0.314, 0.367], [-0.563, 0.561, 0.413], [0.820, -1.028, -0.707], [0.183, -0.202, -1.286], [0.171, 0.432, -1.065], [-0.114, 0.126, 2.896], [0.286, -0.407, -0.774], [-0.106, -0.175, -0.172], [0.118, 0.129, 0.997], [-0.681, 0.222, -0.155], [-0.136, 0.054, 0.243], [-0.206, 0.604, -0.759]],
  "e_tot_ev": -18497.711,
  "charge": 0,
  "homo_lumo_gap_ha": 0.34169,
  "max_force_ev_per_a": 2.9,
  "e_homo_ev": -8.92,
  "smiles": "[H]/N=C1/NCC(=S)N1",
  "lumo_ev": 0.376,
  "relative_energy_kcal_mol": 4.3
}

***

# 4
{
  "formula": "C3H5N4S",
  "method": "the ωB97M-V functional and the def2-TZVPD basis",
  "species": ["C", "C", "C", "N", "N", "N", "N", "S", "H", "H", "H", "H", "H"],
  "coordinates": [[0.964, 0.416, -0.049], [-1.967, -0.763, -0.451], [1.933, 1.604, -0.021], [-0.318, 0.938, -0.115], [-1.345, 0.240, -0.039], [1.056, -0.864, -0.036], [-2.995, -1.459, 0.193], [2.472, -1.651, -0.241], [2.869, 1.208, 0.645], [2.152, 1.964, -0.972], [1.483, 2.453, 0.402], [-3.679, -2.116, -0.331], [-2.623, -1.969, 1.014]],
  "forces_ev_per_angstrom": [[-0.824, 0.379, -0.123], [-0.959, 0.348, -0.781], [2.066, -3.658, 2.593], [-1.508, 1.497, 0.579], [0.220, -1.509, -0.434], [-0.239, 0.827, 0.048], [-0.361, -1.577, 0.544], [1.339, -0.703, 0.006], [-1.831, 1.303, -1.968], [1.186, -0.008, -1.911], [-0.875, 0.792, 1.243], [2.371, 1.789, 0.637], [-0.585, 0.521, -0.434]],
  "e_tot_ev": -19984.430,
  "charge": -1,
  "homo_lumo_gap_ha": [0.21753, 0.21746],
  "max_force_ev_per_a": 4.9,
  "e_homo_ev": [-2.46, -2.45],
  "lumo_ev": [3.463, 3.467],
  "relative_energy_kcal_mol": 96.0
}

***

# 5
{
  "formula": "C3H5N5",
  "method": "the ωB97M-V functional and the def2-TZVPD basis",
  "species": ["C", "C", "C", "H", "H", "H", "H", "H", "N", "N", "N", "N", "N"],
  "coordinates": [[1.153, 0.258, 0.183], [-0.349, 0.311, 0.122], [-1.379, 1.298, -0.208], [1.027, -1.873, -0.756], [2.628, -1.220, 0.160], [3.100, 0.976, -0.302], [-1.123, 2.284, -0.131], [-3.018, -1.276, 0.857], [1.567, -1.087, -0.180], [2.053, 1.247, 0.179], [-2.623, 0.681, -0.076], [-2.187, -0.660, 0.036], [-0.849, -0.939, 0.116]],
  "forces_ev_per_angstrom": [[3.285, -0.293, -3.501], [0.236, -0.464, -1.243], [-0.974, -4.661, 2.584], [1.650, 2.803, 2.222], [-3.500, -0.060, -1.612], [-3.947, 0.265, 2.075], [-0.264, 2.618, -0.482], [3.672, 2.158, -3.834], [2.441, -0.543, 0.692], [-0.041, -2.164, -0.921], [5.214, -0.999, -0.363], [-4.433, -1.548, 2.868], [-3.338, 2.888, 1.515]],
  "e_tot_ev": -10637.540,
  "charge": 0,
  "homo_lumo_gap_ha": 0.32569,
  "max_force_ev_per_a": 5.7,
  "e_homo_ev": -9.06,
  "lumo_ev": -0.201,
  "relative_energy_kcal_mol": 123.0
}

***

# 6
{
  "formula": "C3H5N5",
  "method": "the ωB97M-V functional and the def2-TZVPD basis",
  "species": ["H", "N", "C", "N", "N", "C", "C", "N", "N", "H", "H", "H", "H"],
  "coordinates": [[-2.940, 0.033, 0.129], [-2.337, -0.828, 0.034], [-1.252, -0.121, -0.123], [-1.423, 1.441, 0.176], [-0.190, -0.918, -0.402], [1.176, -0.674, -0.030], [1.572, 0.739, -0.175], [2.137, 1.734, -0.119], [2.062, -1.620, 0.360], [3.110, -1.323, 0.040], [-0.968, 1.467, 1.175], [-0.632, 2.070, -0.453], [-0.317, -2.001, -0.610]],
  "forces_ev_per_angstrom": [[-0.751, -1.678, 0.137], [0.561, 4.003, -0.393], [-3.971, -0.227, 1.345], [5.322, -1.122, -0.697], [5.286, -2.594, 0.014], [1.110, -1.852, 0.038], [0.484, -1.373, 0.372], [-0.026, 0.794, -0.196], [-0.610, 3.206, -3.181], [-3.199, -0.335, 1.626], [-1.085, 0.307, -2.174], [-2.748, -2.381, 2.196], [-0.372, 3.253, 0.915]],
  "e_tot_ev": -10639.082,
  "charge": 0,
  "homo_lumo_gap_ha": 0.34580,
  "max_force_ev_per_a": 5.9,
  "e_homo_ev": -9.95,
  "smiles": "[H]/N=C(\\N)N/C(C#N)=N/[H]",
  "lumo_ev": -0.544,
  "relative_energy_kcal_mol": 87.4
}